[1]
Density functional theory data (ωB97M-V/def2-TZVPD) for C13H9BF4LiN3O8 as an isolated structure in a non-equilibrium geometry.

ORCA input file:
```
! RIJCOSX wB97M-V def2-TZVPD def2/J DEFGRID3
* xyz -2 1
F 2.53835 -0.15398 2.03101
F 2.98720 0.29377 -0.14858
F 4.06407 1.59168 1.44425
F 4.71140 -0.57481 1.25035
O -2.89329 -0.11652 -0.14177
O -1.01808 0.11151 -1.37944
O 2.40656 -3.90290 -0.94091
O -4.12800 -4.39529 1.47844
O 1.90742 2.05837 -1.91966
O 1.88979 -5.17656 0.82884
O 0.85228 -1.51194 -0.85051
O -2.60674 -5.91105 1.96468
N 1.68758 -4.25990 0.01617
N -0.16084 2.64841 -0.29606
N -2.93153 -4.83186 1.48412
C -2.36110 -2.83907 0.22955
C -0.61226 -4.38361 0.82220
C 1.80695 3.43866 -1.44541
C -0.14552 5.00437 -0.73751
C -1.45828 2.70888 0.04662
C 0.03330 -2.32384 -0.42032
C -1.46712 5.00665 -0.44404
C 0.30707 -3.62982 0.16334
C -1.96618 -4.02184 0.89474
C -1.82657 -0.54623 -0.63385
C -1.39568 -1.97942 -0.37577
C -2.16727 3.92102 0.03960
C 0.49111 3.74622 -0.69951
B 3.61511 0.24450 1.18735
Li 0.99984 0.43058 -0.61995
H 2.57956 1.71180 -1.28400
H -0.17877 -5.26077 1.42693
H 0.41824 5.90661 -0.67051
H -2.00014 1.82059 0.29246
H -3.40560 -2.54516 0.14754
H 1.89265 4.07087 -2.28402
H 2.63159 3.71394 -0.76906
H -3.14288 3.93734 0.55104
H -1.95424 5.99881 -0.23838
*
```

Computed properties:
Lowest unoccupied orbital energy = 4.369 eV
Molar mass = 429.0 g mol⁻¹
Kohn-Sham gap = 6.624 eV
Total energy = -46233.2829 eV
Energy relative to the best compared isomer or geometry (same formula, charge and spin) = 0.843 eV
HOMO level = -2.25 eV



[2]
Density functional theory data (ωB97M-V/def2-TZVPD) for C13H9BrN2RhSTe4 as an isolated structure.

ORCA input file:
```
! RIJCOSX wB97M-V def2-TZVPD def2/J DEFGRID3
* xyz 0 2
Te 3.12456 -0.06940 -4.39354
Te 2.46712 -0.05926 -1.77257
Te 0.76421 -1.09044 -5.23758
Te -0.75667 0.87647 -4.18547
Rh -0.10212 0.58801 -1.64120
Br 2.56245 4.07370 4.51711
S -0.07029 3.91722 -1.75461
N -0.04710 0.28093 0.52536
N -0.99542 -1.39820 -1.37271
C 1.40995 2.14300 1.04465
C 1.75100 2.89111 3.28998
C -0.04613 2.37391 -1.75082
C -1.46590 -2.22372 -2.30251
C -1.15212 -1.74386 -0.07866
C 0.28291 1.04989 2.86185
C -0.59785 -0.80809 0.90936
C -1.77187 -2.91502 0.31967
C 0.54750 1.15606 1.49850
C 0.88255 1.91635 3.75815
C -2.25753 -3.77115 -0.65871
C 2.01952 3.00920 1.93975
C -2.09916 -3.41721 -1.98522
H 2.69893 3.76881 1.57950
H -1.86961 -3.14663 1.37138
H -0.40687 0.31632 3.25491
H -1.32732 -1.91043 -3.32581
H -2.45780 -4.05399 -2.78153
H 0.67126 1.83929 4.81521
H -0.63831 -1.11459 1.95086
H -2.74872 -4.69517 -0.38506
H 1.62885 2.21690 -0.01024
*
```

Computed properties:
⟨S²⟩ = 0.762
Lowest unoccupied orbital energy (spin up / spin down) = -1.404 / -1.756 eV
Molar mass = 918.5 g mol⁻¹
Kohn-Sham gap (spin up / spin down) = 5.388 / 5.114 eV
Total energy = -129666.6232 eV
Energy relative to the best compared isomer or geometry (same formula, charge and spin) = 0.000 eV
HOMO level (spin up / spin down) = -6.79 / -6.87 eV



[3]
Density functional theory data (ωB97M-V/def2-TZVPD) for an isolated molecule of C13H9Cl2N3O in a non-equilibrium geometry.

ORCA input file:
```
! RIJCOSX wB97M-V def2-TZVPD def2/J DEFGRID3
* xyz 0 1
Cl 1.05255 -1.57706 -2.84313
Cl -0.70446 1.99339 -6.24960
O 1.19668 1.63895 2.64827
N 0.03134 -2.74689 3.25368
N 0.03807 -1.58321 1.34454
N 0.66325 0.99201 0.49775
C 0.17311 -1.40905 3.48538
C -0.19084 0.65373 -1.82161
C 0.90254 0.74435 1.84829
C -0.05413 -2.84170 1.94386
C 0.11343 0.13817 -0.46916
C 0.14148 -0.61606 4.79150
C -0.05865 -1.19315 0.05738
C -0.49044 1.59292 -4.45338
C 0.27909 -0.08609 -2.94783
C -0.97777 2.29172 -3.38920
C 0.37243 -0.67763 2.27134
C -0.75874 1.88149 -2.10370
C 0.19205 0.42256 -4.20736
H -0.23534 -3.73004 1.43618
H 0.51347 -0.07770 -5.14156
H -0.61797 -1.82788 -0.56568
H -0.13797 0.45059 4.62475
H 1.12552 -0.73670 5.07070
H -1.52680 3.02599 -3.64374
H -0.44857 -1.11051 5.56970
H 0.58294 1.94073 0.26384
H -1.17628 2.44706 -1.27120
*
```

Computed properties:
SMILES = Cc1ncn2cc(-c3ccc(Cl)cc3Cl)[nH]c(=O)c12
Lowest unoccupied orbital energy = -0.176 eV
Molar mass = 294.1 g mol⁻¹
Kohn-Sham gap = 7.710 eV
Total energy = -45187.6900 eV
Energy relative to the best compared isomer or geometry (same formula, charge and spin) = 2.210 eV
HOMO level = -7.89 eV



[4]
Density functional theory data (ωB97M-V/def2-TZVPD) for an isolated molecule of C13H9FN2O4 in a non-equilibrium geometry.

ORCA input file:
```
! RIJCOSX wB97M-V def2-TZVPD def2/J DEFGRID3
* xyz 0 1
F 5.49380 0.53253 0.98362
O -2.32122 3.50411 -0.42800
O -4.58124 -2.19639 0.35479
O -5.43195 -0.14711 0.11259
O -0.23853 3.33609 0.05185
N 0.86971 0.99941 0.11047
N -1.34993 2.84471 -0.13033
C -2.81147 0.94924 0.03696
C 3.32741 -1.51206 -1.04508
C -4.47000 -0.86483 0.21446
C -1.98946 -1.27861 0.37322
C -0.40407 0.54875 0.14232
C 2.12266 -0.85255 -0.88293
C -0.70173 -0.81572 0.34351
C 3.19886 0.75044 0.55622
C -3.06845 -0.39893 0.19934
C 4.47402 -1.06498 -0.41181
C 2.04478 0.27368 -0.06387
C -1.50722 1.43681 0.01899
C 4.38620 0.07108 0.37383
H 3.17097 1.63497 1.17285
H 1.24940 -1.19014 -1.41841
H 0.11646 -1.49613 0.51674
H -5.51863 -2.44479 0.35853
H 0.96575 2.01297 0.19700
H -2.18678 -2.32500 0.54324
H -3.63415 1.64163 -0.06905
H 5.41975 -1.56800 -0.52839
H 3.37507 -2.38116 -1.68265
*
```

Computed properties:
SMILES = O=C(O)c1ccc(Nc2cccc(F)c2)c([N+](=O)[O-])c1
Lowest unoccupied orbital energy = -0.770 eV
Molar mass = 276.2 g mol⁻¹
Kohn-Sham gap = 7.752 eV
Total energy = -27512.8737 eV
Energy relative to the best compared isomer or geometry (same formula, charge and spin) = 0.000 eV
HOMO level = -8.52 eV



[5]
Density functional theory data (ωB97M-V/def2-TZVPD) for an isolated molecule of C13H9N5O4 in a non-equilibrium geometry.

ORCA input file:
```
! RIJCOSX wB97M-V def2-TZVPD def2/J DEFGRID3
* xyz 0 1
O -2.89643 1.07450 0.98639
O 2.68849 -0.16456 0.90088
O 2.96471 -2.34659 0.99010
O -3.67906 -1.10840 1.32763
N -3.20057 -2.39110 1.22673
N 0.21269 0.54279 -0.33184
N -2.62476 -0.11278 0.99506
N 2.21952 -1.33066 0.92076
N -2.05046 -5.47728 1.79379
C -0.11489 -0.36809 0.77932
C 0.26049 1.02330 -2.65338
C -0.95369 -3.23046 1.06895
C 0.82319 -1.55658 0.87972
C 0.67561 1.78280 -0.05456
C 1.40971 4.10101 -0.84237
C -1.50798 -0.86398 0.70873
C 0.91873 2.69277 -1.08053
C -1.55092 -4.47519 1.45418
C -1.88367 -2.19069 0.93233
C 0.40456 -2.86203 1.08394
C 0.72474 2.30204 -2.40054
C -0.01408 0.14979 -1.61027
H -0.03543 0.19570 1.72635
H 2.37379 4.25424 -1.36312
H 1.54463 4.31376 0.22968
H 0.10371 0.68543 -3.66776
H 0.94523 3.01558 -3.19554
H 0.83048 2.01385 1.00827
H 1.14100 -3.65383 1.21317
H 0.69438 4.83156 -1.26578
H -0.42370 -0.84690 -1.76030
*
```

Computed properties:
Lowest unoccupied orbital energy = -1.696 eV
Molar mass = 299.2 g mol⁻¹
Kohn-Sham gap = 5.904 eV
Total energy = -29258.4075 eV
Energy relative to the best compared isomer or geometry (same formula, charge and spin) = 0.000 eV
HOMO level = -7.60 eV